A 12-piece molecular cluster, C36H84N12O12 overall at a distorted geometry, computed with ωB97M-V with the def2-TZVPD basis set.

Structure (XYZ):
```
144
Properties=species:S:1:pos:R:3:forces:R:3
C -1.21352 -7.88473 10.31404 -0.2 -0.8 0.9
N -0.92597 -7.35747 9.03956 -1.2 0.6 -0.7
C 0.07819 -7.61035 8.18514 1.6 -0.5 1.4
C 0.02077 -6.61076 7.10266 0.1 -0.6 -1.6
O 0.99140 -8.42706 8.34053 -1.2 0.7 -0.1
H -0.26813 -8.18174 10.76804 -0.2 -0.1 0.2
H -1.90614 -8.72564 10.27883 0.2 -0.4 -0.1
H -1.73993 -7.14754 10.92028 0.4 0.2 0.1
H -1.61896 -6.76632 8.60320 0.0 -0.1 0.7
H 0.01079 -7.23834 6.21151 0.3 0.5 -0.5
H 0.90873 -5.98028 7.14874 -0.2 0.0 -0.2
H -0.91891 -6.05851 7.11307 0.4 0.3 -0.1
C 11.42873 -6.67019 4.22725 0.8 -0.8 -1.3
N 10.19116 -6.07232 4.42753 -0.3 1.5 3.9
C 9.14158 -6.00311 3.69561 -2.6 -1.2 -5.9
C 8.12665 -4.98146 4.20893 -1.7 -1.5 0.0
O 9.00143 -6.65698 2.59180 0.1 1.9 3.5
H 11.80405 -7.27475 5.05292 0.0 0.5 0.3
H 12.05206 -5.82579 3.93304 1.0 -0.7 -0.1
H 11.24493 -7.37607 3.41728 0.5 0.2 -0.3
H 10.05861 -5.39577 5.16565 0.9 -0.3 0.4
H 7.29712 -4.89503 3.50714 0.6 0.7 -0.6
H 8.44787 -4.05581 4.68652 0.3 0.0 -0.5
H 7.52125 -5.48813 4.96051 0.3 -0.3 0.7
C -0.80936 10.34767 -1.50624 0.0 0.1 -0.9
N -0.83649 10.24977 -3.00418 1.2 -2.1 3.2
C -1.50737 11.03677 -3.76269 -1.8 3.3 -1.5
C -1.50652 10.61278 -5.24077 -1.1 2.0 -0.1
O -2.01088 12.13106 -3.39603 0.6 -2.4 -0.7
H -0.35976 9.42636 -1.13589 0.1 0.3 0.1
H -1.78791 10.48370 -1.04577 -0.4 -0.5 -0.6
H -0.32579 11.26366 -1.16682 0.7 -0.2 -0.3
H -0.42863 9.48851 -3.52787 0.1 -0.3 0.9
H -2.50254 10.32562 -5.57779 -0.1 -0.1 0.3
H -0.78548 9.95998 -5.73274 0.3 0.0 0.7
H -1.41234 11.65081 -5.55970 0.3 -0.2 -1.2
C 1.50501 1.47516 -0.32478 -1.2 -1.3 0.1
N 0.72521 0.21310 -0.17209 -0.7 0.5 -1.2
C 0.89688 -0.77399 0.69632 -0.9 -1.9 1.1
C -0.01348 -1.97788 0.50193 -0.5 0.2 -1.0
O 1.61122 -0.80108 1.63930 2.8 0.8 2.4
H 0.92568 2.34931 -0.02757 0.0 -0.1 0.3
H 1.72600 1.61824 -1.38251 0.5 -0.2 0.1
H 2.36543 1.32467 0.32724 0.1 0.3 -0.3
H -0.07971 -0.10910 -0.69016 0.1 1.4 -1.1
H 0.12780 -2.24045 -0.54650 -0.8 -0.3 -0.2
H -1.02310 -1.65921 0.76118 -0.3 0.0 -0.6
H 0.11916 -2.88096 1.09771 0.9 0.5 0.2
C 5.33438 7.36367 -3.33179 0.7 1.6 0.5
N 5.38714 8.68527 -4.08492 1.8 -2.7 2.9
C 4.50050 8.96123 -5.01185 -0.9 2.7 -2.1
C 4.67851 10.25408 -5.87371 0.2 0.2 1.0
O 3.51710 8.29248 -5.17748 -1.2 -1.4 -0.4
H 5.89582 7.55248 -2.41678 0.1 0.1 0.1
H 5.91213 6.57422 -3.81248 -0.6 0.0 -0.5
H 4.35380 7.07875 -2.95050 -0.1 0.0 -0.8
H 6.08698 9.28263 -3.66840 -0.3 0.4 -0.9
H 5.25286 10.14467 -6.79364 0.0 -0.4 0.1
H 5.16145 11.03759 -5.28978 0.3 0.0 0.1
H 3.70995 10.68665 -6.12444 -0.1 -0.5 0.0
C -5.58673 6.31579 0.10136 0.7 0.2 -0.5
N -6.01177 6.88510 -1.16071 -0.9 1.6 -0.8
C -6.33514 8.21440 -1.32585 -1.5 1.5 1.8
C -6.79626 8.60813 -2.75968 0.5 0.1 0.6
O -6.36779 9.03822 -0.38042 0.3 -1.9 -2.1
H -6.23798 5.55629 0.53394 -0.1 -0.2 -0.5
H -5.53753 7.10860 0.84778 0.2 0.1 -0.3
H -4.59910 5.92196 -0.13864 0.1 -0.3 0.8
H -5.89449 6.45056 -2.06488 0.1 -0.7 0.6
H -7.85034 8.55324 -3.03168 -0.2 -0.8 0.8
H -6.24670 7.98335 -3.46376 0.1 0.5 -0.4
H -6.67635 9.68482 -2.87990 0.9 -0.1 -0.1
C -4.02467 2.65728 -9.47568 1.8 1.1 0.9
N -3.16347 2.96590 -8.27501 0.0 -1.8 -0.2
C -3.19324 4.11304 -7.55482 0.1 0.5 1.0
C -2.41734 4.32984 -6.24094 0.4 -2.6 0.0
O -3.84747 5.02640 -7.95478 -1.7 1.9 -1.0
H -3.58788 1.72724 -9.83946 -0.6 -0.1 -0.1
H -3.79530 3.42773 -10.21182 -0.5 0.0 -0.1
H -5.09098 2.61502 -9.25364 0.2 -0.1 0.1
H -2.55018 2.19472 -8.05307 -0.1 0.4 0.5
H -2.63298 5.11583 -5.51718 -0.2 0.8 -1.3
H -1.36797 4.21432 -6.51215 0.2 0.5 0.4
H -2.61665 3.49380 -5.57056 0.1 -0.7 -0.2
C -5.84381 -0.52899 -5.25839 -0.5 0.7 -0.4
N -5.22666 -1.84096 -5.43267 -0.8 0.9 0.3
C -4.00252 -2.07845 -4.94901 1.0 -1.2 0.5
C -3.39886 -3.42779 -5.19679 -0.1 0.2 -0.4
O -3.32490 -1.34077 -4.27253 -0.1 1.8 0.4
H -6.23201 -0.15232 -6.20471 0.4 0.0 -0.2
H -5.15059 0.19693 -4.83344 0.5 -0.4 -0.5
H -6.69318 -0.37504 -4.59282 -0.2 -1.2 0.4
H -5.67932 -2.62228 -5.88514 -0.2 0.5 0.0
H -2.95946 -3.42704 -6.19430 -0.1 -0.3 -0.1
H -4.15923 -4.20141 -5.08980 0.4 -0.3 0.0
H -2.58531 -3.44136 -4.47150 -0.2 -0.7 -0.1
C 4.14779 2.01331 -7.11657 -1.3 -0.3 -0.3
N 4.35134 0.80160 -6.24819 1.4 4.7 -0.4
C 3.77993 -0.37381 -6.42213 -0.8 1.1 -3.5
C 4.04416 -1.29536 -5.41858 0.8 -2.8 3.7
O 3.12296 -0.62858 -7.41256 -0.6 -0.1 -0.7
H 3.12933 2.39454 -7.04238 -0.4 -0.4 0.4
H 4.21240 1.86847 -8.19497 0.6 -0.7 0.2
H 4.70150 2.92483 -6.89157 0.8 -0.7 0.6
H 4.78936 1.04951 -5.37253 -0.1 -0.4 -0.1
H 3.28113 -2.07355 -5.40105 0.1 0.2 0.3
H 4.12547 -0.72793 -4.49149 -0.5 -0.4 0.5
H 5.01836 -1.78342 -5.44744 0.1 0.0 -0.6
C 3.58581 -11.18551 2.20727 0.1 0.1 -0.4
N 3.79700 -9.87641 1.56639 -0.3 1.3 -1.2
C 3.17671 -9.52485 0.37703 -3.4 -3.4 0.4
C 3.67725 -8.33145 -0.37324 -0.2 0.0 -0.8
O 2.22476 -10.25447 -0.04327 2.5 2.0 0.5
H 4.31429 -11.90189 1.82751 -0.1 -0.1 -0.3
H 2.57153 -11.50255 1.96472 0.2 0.0 -0.2
H 3.68460 -11.27922 3.28874 0.1 1.0 0.1
H 4.38711 -9.10213 1.83538 0.5 -0.8 0.9
H 4.51786 -8.71766 -0.94971 0.7 0.5 0.4
H 3.83582 -7.42939 0.21772 0.6 -0.3 0.1
H 3.02342 -8.02309 -1.18903 -0.6 -0.3 0.4
C -6.94977 -3.94792 4.15455 -0.8 0.1 -0.6
N -6.74071 -5.20442 4.86679 0.0 1.1 1.7
C -6.90616 -5.13524 6.24100 -0.1 -0.5 1.7
C -6.76342 -6.45707 6.97666 0.0 -1.1 -0.4
O -7.10086 -4.13854 6.91968 0.1 0.3 -1.3
H -6.51617 -3.92757 3.15471 0.2 -0.3 0.2
H -6.62502 -3.07693 4.72378 0.6 -0.5 0.2
H -8.01229 -3.73614 4.03500 -0.3 -0.2 -0.1
H -6.81154 -6.12825 4.46477 0.0 0.4 -0.3
H -7.46026 -7.18423 6.55983 0.5 -0.4 -0.7
H -6.99754 -6.60491 8.03091 -0.1 1.4 0.1
H -5.71432 -6.74586 6.91279 -0.1 -0.5 -0.4
C -2.18333 -0.57581 9.96786 1.1 -0.4 -0.2
N -1.09782 -0.22930 9.03806 -2.7 2.0 0.1
C 0.10211 -0.71270 9.16740 5.3 -2.9 1.8
C 1.23044 -0.11364 8.27901 -1.3 0.2 -1.0
O 0.43904 -1.65115 9.93811 -1.4 1.6 -1.4
H -3.15318 -0.36493 9.51727 0.2 -0.2 0.0
H -2.06060 -0.02679 10.90146 -0.1 0.0 0.1
H -1.98610 -1.62869 10.16947 -0.6 0.0 0.2
H -1.10389 0.74293 8.76451 -0.1 -0.1 -0.5
H 1.73920 -0.90219 7.72453 0.0 -0.2 0.5
H 1.97560 0.55248 8.71391 -0.3 -0.3 0.6
H 0.74324 0.44910 7.48273 0.0 0.3 -0.1
```
Forces are in eV/Å.

- HOMO level: -9.28 eV
- Orbital gap: 9.174 eV
- ΔE to the lowest compared entry with this formula, charge and spin: 9.540 eV